Record 1
Molecular formula: C16H37N3OS2Si2W
Method: DFT, the ωB97M-V functional and the def2-TZVPD basis

Output
Total charge: +2
Energy relative to the best compared isomer or geometry (same formula, charge and spin) in kcal/mol: 13.7
HOMO-LUMO gap (spin up / spin down) in eV: 6.9911 / 6.9722
Total energy in a.u.: -2313.3177

CARTESIAN COORDINATES (ANGSTROEM)
W1 0.02295 0.65177 -0.12423
S1 2.10140 1.02112 -1.67740
C1 3.45570 0.54916 -0.77167
N1 4.68100 0.76598 -1.20988
C2 5.78144 0.54700 -0.26745
C3 5.24403 -0.43585 0.76693
S2 3.43921 -0.16691 0.80254
H1 4.82188 1.22364 -2.10075
H2 6.05542 1.50233 0.18474
H3 6.64307 0.14288 -0.79449
H4 5.65511 -0.25111 1.75558
H5 5.42944 -1.46942 0.48300
C4 0.46778 3.49760 2.77632
C5 1.36886 3.00963 1.66945
C6 1.76567 4.06222 0.66448
O1 0.61095 1.96337 0.94841
H6 0.95470 4.32454 3.29451
H7 0.26516 2.71426 3.50454
H8 -0.47299 3.87028 2.37012
H9 2.23311 2.47364 2.06759
H10 0.90444 4.65412 0.35461
H11 2.23071 3.61951 -0.21540
H12 2.48680 4.73651 1.12766
C7 -2.12891 3.12129 -1.70813
Si1 -2.41875 1.29047 -1.54022
C8 -1.04070 0.36572 -2.48670
C9 -4.02762 0.84942 -2.36348
C10 -1.96824 0.68898 0.18692
Si2 -2.82349 -0.94267 0.76731
C11 -1.98522 -1.62442 2.29981
C12 -2.81174 -2.24023 -0.58874
C13 -4.56742 -0.42592 1.17520
H13 -2.33585 3.44438 -2.72982
H14 -1.10192 3.41457 -1.47011
H15 -2.78824 3.68713 -1.04679
H16 -0.59068 1.03341 -3.22275
H17 -1.45098 -0.51857 -2.98435
H18 -0.15065 -0.16368 -2.03786
H19 -3.94446 1.15980 -3.40785
H20 -4.86278 1.39602 -1.92404
H21 -4.26878 -0.20988 -2.34510
H22 -2.18422 1.45948 0.93863
H23 -0.94180 -1.32246 2.42002
H24 -2.02526 -2.71576 2.29660
H25 -2.51421 -1.29195 3.19482
H26 -1.86411 -2.34058 -1.12234
H27 -3.58655 -2.05662 -1.33113
H28 -3.03776 -3.21193 -0.14371
H29 -4.58817 0.31969 1.97144
H30 -5.13866 -1.28991 1.52350
H31 -5.08932 -0.01544 0.31025
C14 1.23788 -4.52983 -1.24798
N2 0.87682 -3.76980 -0.03825
C15 0.76271 -4.50231 1.23684
C16 0.62838 -2.51480 -0.09314
N3 0.40503 -1.36540 -0.10888
H32 0.48004 -5.29059 -1.42679
H33 2.20644 -5.00060 -1.08955
H34 1.28962 -3.85166 -2.09490
H35 0.01153 -5.28286 1.12741
H36 0.46545 -3.81070 2.01968
H37 1.72674 -4.94801 1.47493

Record 2
Molecular formula: C6H14FIN2O2P
Method: DFT, the ωB97M-V functional and the def2-TZVPD basis

Output
Total charge: -1
Energy relative to the best compared isomer or geometry (same formula, charge and spin) in kcal/mol: 6.5
HOMO-LUMO gap in eV: 7.0711
Total energy in a.u.: -1235.9772

CARTESIAN COORDINATES (ANGSTROEM)
C1 -2.15331 1.46560 -0.55006
C2 -1.05506 1.26680 -1.59704
C3 -0.50796 -0.14707 -1.55664
F1 -1.23780 -0.92093 -2.44944
O1 0.82180 -0.21191 -1.99892
C4 1.82848 -0.08225 -1.06776
O2 2.66630 0.76758 -1.24889
N1 1.87361 -0.98960 -0.00807
N2 1.35961 -2.28940 -0.33741
P1 1.36607 -0.32794 1.57758
C5 -0.38784 -0.75600 1.94517
C6 1.44290 1.49381 1.41900
H1 -2.84971 2.24745 -0.83828
H2 -1.73090 1.65044 0.43495
H3 -2.73143 0.54433 -0.46633
H4 -1.51537 1.39140 -2.57587
H5 -0.25461 1.99421 -1.48511
H6 -0.63735 -0.61805 -0.58368
H7 0.51694 -2.24699 -0.89606
H8 1.16105 -2.93123 0.47849
H9 -0.89230 -1.34284 1.18465
H10 -0.37238 -1.29517 2.88386
H11 -0.96375 0.16166 2.08926
H12 0.96395 1.92856 0.53761
H13 2.49582 1.75466 1.36653
H14 0.98669 1.92176 2.30752
I1 -0.19345 -4.42887 1.43493

Record 3
Molecular formula: C4H10N2S
Method: DFT, the ωB97M-V functional and the def2-TZVPD basis

Output
Energy relative to the best compared isomer or geometry (same formula, charge and spin) in kcal/mol: 117.8
HOMO-LUMO gap in eV: 7.9555
Total energy in a.u.: -665.9152

CARTESIAN COORDINATES (ANGSTROEM)
C1 -2.56334 -0.92035 0.05089
C2 -0.19692 -0.03598 -0.16392
C3 2.25404 0.74266 0.15236
C4 1.66873 -1.61502 0.09304
H1 -3.10470 0.22927 -0.29541
H2 -3.01508 -0.98097 1.31650
H3 -2.85853 -1.95554 -0.59974
H4 -0.77607 -2.18204 0.08984
H5 2.00912 1.72943 -0.35460
H6 2.53376 0.65293 1.35188
H7 2.93494 0.27759 -0.59476
H8 1.90154 -2.13953 -1.03634
H9 0.80362 -1.92238 0.75390
H10 2.67062 -1.58919 0.53532
N1 -1.05566 -0.97794 -0.02829
N2 1.17528 -0.26059 -0.26452
S1 -0.68198 1.72014 0.00555